Record 1
Here is C48H51AsBr4N4O4SiTi as an isolated structure in a non-equilibrium geometry from OMol25. Energies are from the ωB97M-V functional and the def2-TZVPD basis.

## Properties
- HOMO energy: -0.06357 Eh
- ΔE to the lowest compared entry with this formula, charge and spin: 199.53 kJ/mol
- Kohn-Sham gap: 5.549 eV
- LUMO: 3.82 eV

```
! wB97M-V def2-TZVPD RIJCOSX def2/J DEFGRID3
* xyz -2 1
Br -5.795 3.175 4.962
Br -2.824 2.662 6.342
Br -6.227 2.408 1.733
Br -0.357 1.397 4.470
As 1.812 1.142 1.151
Ti -2.253 0.162 -0.160
Si -3.410 -3.128 1.423
O -3.617 1.321 0.558
O -3.333 1.567 -3.570
O -2.146 1.207 -1.721
O -1.348 0.984 1.572
N -2.420 -2.231 -2.275
N -1.466 -1.765 -1.612
N -2.589 3.755 -0.783
N 0.819 0.854 -0.395
C 4.848 4.031 0.387
C 6.663 4.392 -1.318
C -2.897 1.945 -2.502
C 3.856 -3.225 1.529
C 4.083 1.637 -0.774
C -5.132 -3.335 0.684
C -4.682 -2.236 -2.882
C -5.982 -1.793 -2.770
C -6.264 -0.792 -1.843
C -4.360 2.480 3.941
C -2.224 1.483 2.384
C -3.194 3.366 -2.044
C 2.118 -3.803 -2.542
C 4.070 -0.804 1.689
C -5.264 -0.249 -1.049
C 0.720 4.129 -3.066
C 0.901 -4.474 -2.617
C 0.567 2.812 -3.501
C 4.470 -4.600 1.535
C -2.064 1.761 3.737
C 0.849 3.295 -0.805
C 0.586 1.755 -2.615
C 0.415 -1.686 1.351
C -3.938 -0.677 -1.129
C -3.117 2.266 4.513
C -0.277 -3.817 -2.315
C 4.993 0.332 2.066
C 4.619 -2.088 1.731
C -3.514 1.688 1.813
C 5.533 3.586 -0.733
C -2.745 -1.411 1.339
C -2.287 -4.442 0.667
C 2.142 -2.476 -2.145
C 2.488 -3.057 1.373
C -4.553 2.170 2.586
C 0.964 -1.812 -1.826
C 1.911 -1.795 1.331
C 3.129 3.909 2.153
C 3.777 0.330 -1.458
C 0.760 1.942 -1.221
C 5.135 2.386 -1.296
C -3.600 -3.636 3.240
C -3.690 -1.681 -2.070
C 3.390 2.096 0.353
C 3.791 3.310 0.932
C 2.713 -0.641 1.376
C -0.244 -2.478 -1.924
C 0.857 4.350 -1.703
H -2.065 -4.233 -0.377
H -7.279 -0.425 -1.743
H 4.535 -0.417 -1.200
H -5.742 -2.458 0.905
H 4.213 -5.145 0.624
H 0.964 -0.785 -1.460
H 2.804 -0.049 -1.167
H 5.646 2.017 -2.181
H 2.900 4.963 1.978
H 7.006 3.958 -2.257
H -5.514 0.538 -0.351
H 5.680 -2.191 1.944
H -5.109 -3.443 -0.401
H 5.128 4.977 0.844
H 0.946 5.363 -1.324
H -1.620 3.453 -0.761
H -1.336 -4.498 1.203
H 6.349 5.419 -1.516
H -3.944 -4.670 3.333
H -6.766 -2.210 -3.391
H -0.058 -2.638 1.108
H 3.041 -4.320 -2.777
H 2.207 3.401 2.428
H -1.834 -1.393 1.949
H -4.398 -3.010 -3.586
H 1.846 -3.928 1.283
H 0.424 2.608 -4.557
H 0.443 0.747 -2.988
H -2.654 -3.542 3.778
H -2.759 -5.427 0.722
H 4.111 -5.193 2.380
H -2.886 3.986 -2.899
H 3.084 -1.950 -2.057
H -4.326 -2.992 3.742
H 0.721 4.953 -3.769
H -2.583 4.765 -0.705
H 0.059 -0.927 0.658
H -5.630 -4.213 1.105
H 0.871 -5.517 -2.908
H 5.513 0.757 1.205
H 3.781 0.466 -2.542
H -1.226 -4.330 -2.377
H -3.485 -0.830 1.911
H 3.804 3.861 3.013
H 0.897 3.506 0.259
H 0.091 -1.383 2.351
H 5.558 -4.544 1.600
H 7.515 4.435 -0.635
H 4.454 1.144 2.550
H 5.744 -0.040 2.767
H -4.284 3.429 -1.972
*
```

Atom charges from the Löwdin analysis, given in e for atoms 1 to 99: 0.647 0.652 0.746 0.712 1.326 1.120 0.426 -0.218 0.063 -0.168 -0.212 0.090 0.074 0.037 -0.254 -0.034 -0.067 -0.576 -0.285 -0.267 -0.176 -0.047 -0.107 -0.083 -0.765 -0.425 -0.180 -0.101 -0.275 -0.089 -0.145 -0.099 -0.115 -0.065 -0.626 -0.104 -0.061 -0.091 -0.143 -0.760 -0.052 -0.055 -0.040 -0.393 -0.282 -0.277 -0.178 -0.069 -0.023 -0.621 -0.031 -0.268 -0.092 -0.067 -0.451 -0.026 -0.199 -0.292 -0.299 -0.305 -0.258 -0.223 -0.128 -0.013 0.095 0.086 0.029 0.070 0.052 0.022 0.111 0.075 0.065 0.050 0.105 0.012 0.113 0.090 0.045 0.018 0.072 0.014 0.088 0.065 0.091 0.014 -0.013 0.103 0.118 0.092 0.100 0.020 0.024 0.073 0.112 0.080 0.022 0.074 0.068

---

Record 2
Here is C48H52N4O32PY as an isolated structure in a non-equilibrium geometry from OMol25. Energies are from the ωB97M-V functional and the def2-TZVPD basis.

## Properties
- HOMO energy: -0.32121 Eh
- ΔE to the lowest compared entry with this formula, charge and spin: 0.00 kJ/mol
- Kohn-Sham gap: 7.082 eV
- LUMO: -1.66 eV

```
! wB97M-V def2-TZVPD RIJCOSX def2/J DEFGRID3
* xyz 0 1
Y -1.182 -1.229 -1.009
P 0.415 -0.021 0.570
O -0.357 6.855 -3.497
O 1.875 2.096 -4.660
O -1.347 0.086 -3.132
O 1.359 0.682 1.564
O 4.314 2.033 -5.825
O 1.772 3.235 1.883
O 1.991 5.971 1.938
O -6.462 -2.568 5.475
O -3.218 0.010 -0.570
O -0.432 0.762 -0.479
O -3.615 1.086 6.451
O -3.142 1.899 3.902
O 1.094 4.332 -3.142
O 6.344 -0.995 2.458
O -1.425 -2.502 3.197
O -3.797 -1.587 1.752
O -1.163 -3.337 0.122
O -1.461 3.190 0.541
O 0.954 -0.303 3.890
O -0.709 -0.856 1.207
O 5.822 -1.104 -2.529
O 5.119 5.933 -1.607
O 0.524 -1.182 6.434
O 4.653 3.211 -2.040
O -4.270 -3.469 6.898
O 5.498 -5.458 1.424
O 3.728 -0.286 2.065
O 2.664 -4.852 1.559
O -2.358 5.852 0.656
O 3.328 -1.005 -1.248
O 0.929 -1.029 -0.553
O -0.223 -2.498 -2.725
N -4.602 1.713 -0.017
N -2.663 1.743 -3.895
N 1.663 -3.425 -3.417
N -0.784 -5.579 0.032
C -1.680 5.452 -0.281
C -5.305 -2.660 4.865
C -0.601 5.965 -2.445
C -1.078 0.838 3.866
C -4.756 2.889 0.761
C -1.572 -5.803 -1.221
C 2.581 3.760 0.921
C 4.067 3.868 -1.091
C 5.085 0.463 -4.185
C -0.312 -0.454 5.887
C 3.541 -0.307 -2.413
C 4.879 -0.426 -2.967
C -2.697 -2.483 3.735
C 0.745 -2.529 -3.551
C 5.924 -3.230 1.820
C 2.604 5.273 1.094
C 3.442 5.945 0.122
C -2.813 3.139 -4.211
C -4.101 -3.053 5.723
C 4.230 5.291 -0.805
C -0.205 0.028 4.481
C 2.568 0.519 -2.894
C -2.870 -2.942 5.024
C -0.286 3.776 -1.369
C -5.737 1.351 -0.851
C 3.189 -2.541 1.779
C 4.083 -1.582 2.080
C 1.595 -4.533 -2.450
C -0.695 -4.362 0.624
C -3.896 -2.016 2.898
C -1.436 6.295 -1.422
C 4.069 1.221 -4.662
C -1.430 1.279 -3.469
C -0.145 -6.768 0.696
C 2.689 1.340 -4.115
C 3.252 3.118 -0.070
C -1.136 4.108 -0.414
C 0.140 4.674 -2.404
C -5.248 -2.188 3.570
C 5.038 -4.206 1.577
C -3.869 0.917 -4.106
C -2.468 0.707 5.882
C 5.571 -1.882 2.149
C -1.546 -0.067 6.498
C -2.246 1.330 4.487
C -3.487 0.978 0.136
C 2.779 -3.449 -4.372
C 3.536 -3.965 1.614
H -6.171 -1.855 3.120
H 6.066 0.555 -4.628
H -5.563 0.505 -1.514
H 0.984 -1.798 -4.339
H -3.846 3.194 1.278
H -6.363 -2.851 6.387
H -0.620 2.024 -3.492
H 3.686 -3.362 -3.773
H 6.961 -3.530 1.822
H -5.527 2.751 1.519
H -0.937 -6.277 -1.971
H 1.666 0.523 -2.301
H 2.751 -4.401 -4.903
H 1.692 2.294 1.714
H -2.846 1.402 0.924
H 5.745 5.304 -1.973
H -3.651 -0.149 -4.033
H -1.707 -0.225 7.554
H -4.159 1.568 5.824
H -4.977 3.776 0.167
H 2.407 -0.878 -1.009
H -4.582 1.409 -3.444
H 2.167 -2.212 1.656
H -1.352 -1.898 2.455
H -6.051 2.234 -1.408
H 0.189 2.807 -1.391
H -0.151 -4.435 1.578
H -1.914 -3.080 5.507
H 6.424 -5.438 1.677
H 1.055 -0.019 2.979
H 0.385 6.577 -4.039
H 0.461 -6.499 1.561
H 3.094 2.058 -0.204
H -6.532 1.065 -0.162
H -2.775 3.248 -5.295
H 1.431 -5.508 -2.910
H 2.794 -0.248 1.848
H -3.658 3.430 -3.588
H -4.215 0.989 -5.137
H -0.921 1.073 2.823
H 3.576 2.636 -5.935
H 3.700 6.979 0.294
H -0.898 -7.508 0.969
H -1.841 -4.827 -1.626
H -2.499 -6.338 -1.019
H 0.890 -4.274 -1.661
H 2.735 -2.715 -5.177
H 0.499 -7.238 -0.046
H -0.983 2.364 0.437
H -1.981 7.227 -1.409
H -2.041 3.831 -3.873
H 2.575 -4.748 -2.024
*
```

Atom charges from the Löwdin analysis, given in e for atoms 1 to 99: 1.591 0.197 0.072 0.073 -0.103 -0.304 0.037 0.094 0.098 0.110 -0.090 -0.415 0.105 0.097 0.084 0.138 0.071 0.083 -0.098 0.071 0.109 -0.375 0.108 0.091 0.117 0.047 0.078 0.096 0.106 0.058 0.140 0.072 -0.419 -0.154 -0.156 -0.170 -0.136 -0.142 -0.326 -0.241 -0.174 0.044 -0.058 -0.014 -0.199 -0.245 0.083 -0.320 -0.213 -0.291 -0.147 -0.255 0.052 -0.287 0.074 -0.043 -0.293 -0.220 -0.202 0.068 0.049 0.029 -0.026 0.058 -0.196 0.013 -0.258 -0.266 0.079 -0.178 -0.209 -0.016 -0.302 0.080 -0.193 -0.319 0.082 -0.213 -0.009 -0.206 -0.311 0.046 -0.321 -0.271 -0.012 -0.267 0.119 0.128 0.082 0.157 0.082 0.115 0.133 0.099 0.133 0.101 0.081 0.104 0.094

---

Record 3
Here is C48H53GaN5O3S2Si2Te as an isolated structure in a non-equilibrium geometry from OMol25. Energies are from the ωB97M-V functional and the def2-TZVPD basis.

## Properties
- HOMO energy (alpha / beta): -0.33542 / -0.35076 Eh
- ΔE to the lowest compared entry with this formula, charge and spin: 396.67 kJ/mol
- Kohn-Sham gap (alpha / beta): 4.541 / 4.959 eV
- LUMO (alpha / beta): -4.59 / -4.59 eV

```
! wB97M-V def2-TZVPD RIJCOSX def2/J DEFGRID3
* xyz 1 1
Te -3.606 -1.937 3.032
Ga 0.062 -1.036 3.040
S 0.048 0.070 -1.029
S -1.389 0.205 -3.332
Si -4.597 -4.659 5.057
Si -6.982 -0.613 2.344
O -0.920 -0.090 0.124
O -2.704 0.083 -4.018
O -1.929 -0.971 3.342
N -0.166 -2.206 6.889
N 4.175 -4.722 5.057
N 2.658 -3.084 3.396
N 0.949 -2.914 6.538
N 0.309 -1.549 4.824
C 3.636 -3.838 2.921
C 0.791 -1.780 -3.612
C -1.455 -2.509 -3.549
C 6.473 5.838 -1.463
C 7.928 6.530 -3.227
C 0.654 -5.685 -3.415
C 2.356 -3.158 4.731
C 0.326 1.992 -6.533
C 1.213 4.461 -0.867
C 7.104 4.582 -1.544
C -8.165 -0.829 3.766
C 1.208 -2.528 5.377
C -5.795 0.768 2.632
C 0.731 3.927 -2.101
C 1.233 -3.099 -3.591
C -4.271 -2.741 4.896
C -0.552 1.327 -5.709
C 0.430 4.892 -3.164
C -5.886 -5.130 3.758
C -1.025 -3.863 -3.460
C 1.585 2.425 -6.000
C 1.155 6.711 -1.787
C 2.770 3.251 -4.090
C 1.671 5.848 -0.864
C -2.812 -5.289 4.874
C -5.796 -2.039 1.942
C -0.280 1.180 -4.314
C 0.481 6.279 -2.933
C 0.633 1.996 -3.717
C 8.536 5.304 -3.303
C 3.892 3.219 -6.276
C 4.394 -4.664 3.755
C -0.512 -1.363 5.946
C 0.643 2.469 -2.308
C 3.248 -3.898 5.567
C 1.401 3.590 0.171
C -4.970 -5.249 6.839
C 1.157 2.249 0.032
C 3.729 3.705 -4.962
C 1.648 2.546 -4.618
C -0.561 -1.471 -3.474
C 6.842 6.839 -2.325
C 9.926 5.169 -3.878
C 0.345 -4.195 -3.521
C -7.940 -0.360 0.719
C 2.752 2.531 -6.770
C 0.562 1.767 -1.154
C 8.015 4.260 -2.555
H -6.664 -4.364 3.748
H 0.165 7.009 -3.688
H 3.638 -3.951 1.841
H -2.181 -4.760 5.621
H 6.834 3.875 -0.739
H -6.485 -5.929 4.119
H -8.440 -1.294 0.445
H -2.825 -6.403 5.052
H -5.649 -4.608 7.455
H 2.271 6.132 0.007
H -1.389 -0.744 5.874
H -0.899 -2.587 7.497
H 8.310 7.338 -3.901
H -3.287 -2.566 5.396
H -2.371 -5.069 3.877
H 2.280 -3.301 -3.478
H 1.468 -5.861 -2.662
H -8.731 0.406 0.693
H -7.199 -0.149 -0.087
H 1.404 7.742 -1.653
H -0.230 -6.239 -3.048
H 9.866 5.080 -4.928
H 0.940 -6.095 -4.412
H 1.482 -0.945 -3.807
H -5.408 -6.241 6.872
H 6.366 7.847 -2.396
H 4.830 3.347 -6.846
H -3.936 -5.346 7.330
H -1.457 0.931 -6.141
H -6.081 -3.082 2.113
H 8.306 3.208 -2.617
H -5.668 1.078 3.711
H -2.509 -2.308 -3.646
H 2.763 2.189 -7.790
H 5.241 -5.185 3.381
H 2.771 3.514 -3.047
H -4.856 0.603 2.164
H 10.486 6.093 -3.631
H 3.149 -3.849 6.642
H 10.427 4.272 -3.486
H -7.612 -0.830 4.703
H -5.541 -5.409 2.749
H -5.426 -1.844 0.902
H 0.148 2.194 -7.555
H -8.922 0.001 3.848
H -5.003 -2.109 5.357
H 4.355 4.474 -4.550
H 0.084 4.447 -4.130
H 1.366 1.589 0.882
H -1.757 -4.666 -3.205
H -8.861 -1.721 3.696
H 1.444 3.953 1.215
H -6.368 1.591 2.150
*
```

Atom charges from the Löwdin analysis, given in e for atoms 1 to 99: 1.561 0.626 0.913 0.945 0.498 0.394 -0.603 -0.481 -0.900 0.072 0.094 0.109 0.146 0.003 -0.102 -0.099 -0.077 0.045 -0.069 -0.057 -0.174 0.009 -0.177 -0.120 -0.192 -0.303 -0.214 -0.098 -0.035 -0.521 -0.027 0.004 -0.181 -0.029 -0.184 -0.099 -0.006 -0.009 -0.210 -0.308 -0.321 -0.055 -0.121 -0.314 -0.033 -0.100 -0.072 -0.122 -0.047 -0.049 -0.180 -0.077 -0.075 -0.125 -0.379 -0.109 -0.044 -0.259 -0.183 -0.014 -0.382 -0.065 0.021 0.112 0.116 0.021 0.098 0.013 0.029 0.055 0.039 0.117 0.133 0.186 0.126 -0.022 0.028 0.105 0.087 0.039 0.045 0.100 0.071 0.059 0.091 0.118 0.023 0.104 0.115 0.051 0.113 -0.013 0.115 0.063 0.099 0.108 0.104 0.113 -0.011

---

Record 4
Here is a 10-piece molecular cluster, C48H54F12N2O8 overall in a non-equilibrium geometry from OMol25. Energies are from the ωB97M-V functional and the def2-TZVPD basis.

## Properties
- HOMO energy: -0.30133 Eh
- SMILES string: CCOC(=O)C(F)(F)F.CCOC(=O)C(F)(F)F.CCOC(=O)C(F)(F)F.CCOC(=O)C(F)(F)F.c1cc[nH]c1.c1cc[nH]c1.c1ccccc1.c1ccccc1.c1ccccc1.c1ccccc1
- Kohn-Sham gap: 8.270 eV
- LUMO: 0.07 eV

```
! wB97M-V def2-TZVPD RIJCOSX def2/J DEFGRID3
* xyz 0 1
F 20.674 -11.020 8.383
F 12.197 -15.847 6.362
F 28.334 -17.398 1.208
F 21.776 -12.106 9.824
F 27.640 -17.978 3.168
F 21.940 -9.937 9.911
F 13.298 -14.099 7.380
F 22.544 -5.137 19.103
F 21.522 -6.546 17.727
F 20.425 -5.397 19.124
F 28.750 -16.169 2.919
F 12.832 -14.193 5.217
O 21.687 -7.021 21.208
O 25.979 -16.421 0.926
O 14.535 -16.751 5.715
O 15.746 -14.801 6.176
O 19.723 -9.980 11.494
O 19.034 -11.974 10.490
O 25.956 -15.582 3.144
O 22.076 -8.439 19.343
N 21.024 -3.483 6.539
N 29.166 -13.274 7.250
C 16.955 -1.651 14.400
C 21.116 -11.017 9.647
C 25.383 -12.305 13.812
C 21.809 -7.186 19.975
C 14.574 -15.610 6.078
C 14.620 -16.191 20.410
C 27.817 -16.927 2.349
C 26.937 -10.578 14.453
C 19.148 -4.477 5.826
C 16.663 -15.499 18.684
C 13.214 -14.912 6.308
C 29.115 -11.054 6.892
C 17.183 -15.256 4.206
C 27.725 -11.483 15.168
C 26.190 -13.226 14.475
C 18.978 -10.782 13.726
C 25.208 -5.086 10.680
C 18.606 -9.972 12.427
C 26.089 -5.587 9.733
C 22.043 -10.925 19.420
C 21.567 -6.032 18.933
C 20.403 -4.725 6.309
C 24.785 -14.785 3.062
C 25.695 -10.944 13.831
C 16.021 -14.569 19.446
C 16.980 -15.316 5.773
C 29.712 -12.234 6.564
C 22.207 -9.578 20.204
C 16.418 -2.658 13.644
C 17.082 -2.987 12.490
C 18.346 -2.555 12.192
C 26.475 -16.297 2.045
C 27.943 -5.231 11.194
C 15.084 -17.125 19.534
C 20.132 -2.411 6.160
C 27.283 -12.785 15.211
C 18.200 -1.122 14.124
C 28.231 -11.326 7.855
C 18.978 -3.085 5.780
C 18.946 -1.620 13.035
C 16.132 -16.793 18.656
C 19.804 -11.034 10.575
C 27.122 -4.638 12.156
C 25.196 -13.398 2.496
C 15.136 -14.894 20.410
C 25.756 -4.631 11.912
C 27.426 -5.718 10.049
C 28.149 -12.676 8.010
H 25.858 -14.249 14.379
H 20.860 -5.688 6.485
H 25.789 -6.081 8.821
H 24.140 -5.034 10.534
H 18.785 -2.843 11.248
H 19.977 -10.415 13.961
H 27.508 -4.448 13.147
H 22.703 -10.908 18.553
H 29.331 -10.110 6.414
H 16.361 -1.277 15.220
H 21.880 -3.300 7.043
H 25.662 -13.540 1.522
H 18.269 -10.500 14.505
H 19.900 -1.219 12.727
H 24.349 -12.731 2.335
H 14.769 -18.157 19.488
H 24.007 -15.275 2.476
H 14.640 -14.228 21.101
H 17.677 -16.121 3.764
H 17.402 -15.186 17.963
H 13.878 -16.476 21.142
H 27.882 -13.525 15.720
H 24.503 -12.608 13.265
H 30.486 -12.392 5.827
H 24.933 -10.236 13.540
H 17.722 -10.435 11.988
H 27.593 -13.297 8.697
H 27.628 -10.686 8.482
H 18.394 -5.136 5.422
H 16.606 -17.529 18.024
H 28.021 -6.301 9.363
H 28.652 -11.042 15.504
H 25.080 -4.132 12.590
H 22.299 -11.761 20.071
H 17.774 -14.842 6.351
H 28.986 -5.220 11.476
H 16.616 -3.669 11.795
H 23.159 -9.616 20.733
H 17.724 -14.348 3.940
H 15.464 -3.126 13.838
H 27.246 -9.543 14.466
H 18.498 -0.310 14.770
H 16.227 -15.181 3.688
H 24.528 -14.647 4.112
H 16.463 -13.584 19.455
H 18.165 -2.502 5.376
H 21.015 -11.144 19.131
H 19.022 -11.869 13.655
H 18.373 -8.930 12.650
H 25.864 -13.021 3.270
H 29.444 -14.233 7.408
H 16.979 -16.368 6.057
H 20.342 -1.357 6.274
H 21.534 -9.418 21.046
*
```

Atom charges from the Löwdin analysis, given in e for atoms 1 to 99: 0.160 0.125 0.162 0.212 0.159 0.122 0.161 0.171 0.188 0.184 0.176 0.137 0.115 0.152 0.175 -0.018 -0.019 0.138 -0.020 -0.019 -0.004 0.030 -0.115 -0.539 -0.111 -0.235 -0.293 -0.103 -0.560 -0.085 -0.132 -0.097 -0.468 -0.141 -0.041 -0.100 -0.096 -0.051 -0.078 -0.183 -0.101 -0.049 -0.588 -0.130 -0.212 -0.073 -0.133 -0.219 -0.161 -0.216 -0.100 -0.121 -0.101 -0.286 -0.109 -0.098 -0.089 -0.109 -0.087 -0.157 -0.148 -0.076 -0.079 -0.288 -0.090 -0.048 -0.095 -0.092 -0.121 -0.128 0.098 0.100 0.099 0.094 0.102 0.072 0.100 0.075 0.103 0.101 0.128 0.075 0.072 0.095 0.077 0.100 0.122 0.105 0.072 0.101 0.101 0.097 0.094 0.106 0.093 0.112 0.101 0.102 0.093